No. 1
Density functional theory data (ωB97M-V with the def2-TZVPD basis set) for an isolated molecule of C20H19F2NO2.

Each line ends with the Mulliken charge.
Element x y z (Å)
C 2.18175 2.65604 3.32068  -2.12
C 1.58245 1.57472 2.43634  1.86
C 1.33655 0.34617 3.29361  -1.70
C 0.28547 2.07777 1.81358  -1.32
C -0.40372 1.06455 0.89333  0.76
O -1.62358 0.93391 0.83694  -0.60
N 0.44685 0.30893 0.06668  0.62
C 1.84247 0.25346 0.26085  0.73
O 2.54358 -0.51527 -0.39435  -0.66
C 2.47971 1.21140 1.25154  -1.16
H 2.40978 3.59814 2.81632  0.41
H 1.48615 2.89227 4.13100  0.45
H 3.10877 2.31211 3.78463  0.43
H 0.88216 -0.45884 2.71367  0.31
H 2.30033 0.01513 3.69289  0.45
H 0.67091 0.63017 4.11923  0.43
H -0.42497 2.39628 2.59167  0.40
H 0.51982 2.94646 1.16478  0.27
H 2.73214 2.11629 0.68503  0.37
H 3.42572 0.76727 1.59399  0.39
F -3.01792 -4.42971 -1.09345  -0.33
C -1.78009 -3.88314 -0.81177  0.11
C -0.66747 -4.73008 -0.82876  -0.62
C 0.56645 -4.17171 -0.49961  -0.54
C 0.66888 -2.78806 -0.32582  -1.02
C -0.42100 -1.93762 -0.51149  0.28
C -0.11212 -0.47858 -0.94496  0.21
C -1.13314 0.32088 -1.75789  0.63
C -0.73585 1.62940 -2.06051  -0.67
C -1.42863 2.39115 -3.00530  -0.67
C -2.53641 1.86141 -3.67470  -0.80
C -2.93227 0.57507 -3.33237  0.08
F -4.05089 0.04327 -3.93070  -0.34
C -2.24403 -0.22408 -2.40935  -0.76
C -1.70444 -2.51302 -0.56231  -0.31
H -0.79338 -5.79288 -1.04965  0.43
H 1.46453 -4.79124 -0.45801  0.41
H 1.66084 -2.35632 -0.20308  0.38
H 0.70136 -0.63974 -1.69102  0.46
H 0.11402 2.08172 -1.53908  0.33
H -1.08938 3.39921 -3.20864  0.38
H -3.07285 2.42872 -4.42764  0.44
H -2.63242 -1.22248 -2.23686  0.66
H -2.60612 -1.89914 -0.50945  0.96

Results
SMILES: CC1(C)CC(=O)N(C(c2cccc(F)c2)c2cccc(F)c2)C(=O)C1
energy relative to the best compared isomer or geometry (same formula, charge and spin): 0.0 kJ/mol
E_LUMO: 0.47 eV

No. 2
Density functional theory data (ωB97M-V with the def2-TZVPD basis set) for an isolated molecule of C20H19F3N2O2.

Each line ends with the Mulliken charge.
Element x y z (Å)
O 2.52165 2.48294 0.34053  -0.65
F 0.36936 -0.71973 -6.16502  -0.30
F -1.48757 -5.73600 -0.01470  -0.31
F -1.56216 -4.60000 2.45587  -0.31
O 0.80569 -1.74515 -1.47866  -0.47
C 1.36987 2.51164 0.75769  0.01
C -2.00963 -0.29183 -3.42839  -0.85
C -1.43664 -0.24280 -4.64602  -0.39
C -1.25189 -0.66302 -2.27136  -0.21
C 0.59104 -1.26766 -3.69981  -0.36
C -0.35098 -3.70619 -0.89373  -0.25
C -0.62141 -2.68358 1.77881  -0.07
C -0.11957 -0.76618 -4.84972  0.28
C -0.90757 -4.53133 0.13971  0.28
C -1.09195 -3.94464 1.41615  0.08
C -0.02847 -1.29994 -2.46034  0.52
C 0.15038 -2.39855 -0.50214  0.23
C 0.06769 -1.88056 0.82386  -1.04
N -0.88459 3.09938 2.11608  -0.13
N 0.62779 -0.63657 0.96123  1.06
C 0.35521 3.37830 0.00088  -0.36
C -0.80137 3.87392 0.87977  -0.86
C 1.99240 -0.57593 1.50014  -0.72
C 0.30925 2.60791 2.81669  -1.22
C -0.16167 0.49861 1.45925  -0.90
C 2.05893 0.56616 2.39218  -1.14
C 0.99985 1.56188 1.84246  1.66
H -3.02522 0.10827 -3.22325  0.32
H -1.87886 0.30425 -5.43386  0.44
H -1.56530 -0.43335 -1.27410  0.38
H 1.70697 -1.44327 -3.87299  0.31
H -0.08244 -3.91215 -1.96380  0.38
H -0.69099 -2.25018 2.80819  0.41
H -1.68975 3.27285 2.74736  0.23
H -0.19376 2.55960 -0.60343  0.05
H 0.87117 4.19019 -0.54634  0.43
H -0.59608 4.86230 1.18062  0.44
H -1.69169 3.83928 0.20087  0.35
H 2.25280 -1.43726 2.12926  0.34
H 2.65869 -0.54080 0.71899  0.37
H 1.05112 3.43174 3.15649  0.23
H 0.06232 2.12432 3.77123  0.53
H -0.74426 0.24114 2.36090  0.32
H -0.91471 0.75908 0.66385  0.17
H 3.02948 1.18097 2.47611  0.36
H 1.93686 0.25193 3.43251  0.35

Results
SMILES: O=C1CCNC[C@]12CCN(c1cc(F)c(F)cc1Oc1cccc(F)c1)C2
energy relative to the best compared isomer or geometry (same formula, charge and spin): 419.8 kJ/mol
E_LUMO: 0.46 eV

Respective HOMO values: -9.0059, -8.5221 eV.
Respective total energy values: -1178.51054, -1332.96728 Ha.